Entry from the Open Molecules 2025 dataset: a 6-piece molecular cluster, C66H148N3O3P3 overall (ωB97M-V/def2-TZVPD).

Calculated values
Orbital gap, eV: 8.9
Total energy, hartree: -4016.19460
Energy above the lowest of the compared OMol25 structures with the same formula, charge and spin, kJ/mol: 283.5
Lowest unoccupied orbital energy, eV: -6.6
Net charge: +4
HOMO level, eV: -15.53

Each line ends with the Mulliken charge.
Atoms and positions in Å:
1 N 0.1452 -0.4681 0.2627  0.113
2 O 0.7057 0.2428 1.0596  -0.499
3 O -0.7425 -1.2467 0.6621  -0.289
4 O 0.4794 -0.5800 -0.8870  -0.086
5 C -6.0472 -1.9529 -0.8217  -0.983
6 C -4.9909 -1.4507 -1.8116  -0.850
7 C -3.6033 -2.1256 -1.6805  1.560
8 C -2.5233 -1.6454 -2.6844  -1.394
9 P -1.1779 -2.7745 -3.1583  1.189
10 C -0.6602 -3.8065 -1.6620  1.506
11 C 0.0793 -5.2023 -1.8519  -1.381
12 C 0.2191 -6.0348 -0.5491  0.845
13 C 0.7925 -7.3386 -0.8822  -1.473
14 C 0.1813 -1.8866 -3.8626  -1.106
15 C -0.1412 -0.7617 -4.9050  0.210
16 C 1.0812 -0.4384 -5.7522  -0.828
17 C 2.2544 0.1589 -5.0130  -1.093
18 C -1.7528 -3.8118 -4.4562  -1.999
19 C -3.0198 -4.6073 -4.0796  0.618
20 C -3.3481 -5.3974 -5.3778  -0.758
21 C -4.6581 -6.1337 -5.3490  -1.253
22 H -5.7553 -1.8090 0.2186  0.135
23 H -6.1742 -3.0129 -1.0414  0.102
24 H -7.0750 -1.6043 -0.9220  0.436
25 H -4.9000 -0.3722 -1.6823  0.342
26 H -5.3792 -1.7804 -2.7753  0.386
27 H -3.7498 -3.2057 -1.6828  -0.537
28 H -3.1698 -1.8923 -0.7080  -0.450
29 H -2.0469 -0.8347 -2.1331  0.597
30 H -2.8991 -1.2239 -3.6167  0.617
31 H -1.5705 -4.0381 -1.1090  -1.830
32 H -0.0421 -3.1725 -1.0263  0.458
33 H 1.0453 -5.1104 -2.3484  0.692
34 H -0.4694 -5.7500 -2.6181  0.478
35 H -0.7569 -5.9933 -0.0654  -0.599
36 H 0.8168 -5.4138 0.1180  0.206
37 H 1.2853 -7.7384 0.0040  0.407
38 H 1.5414 -7.2060 -1.6630  0.360
39 H -0.0424 -7.9588 -1.2086  0.370
40 H 0.7110 -2.6122 -4.4799  0.749
41 H 0.8922 -1.5057 -3.1294  0.157
42 H -0.5590 0.1215 -4.4217  -0.170
43 H -0.8100 -1.2267 -5.6293  0.307
44 H 0.7547 0.3110 -6.4733  0.373
45 H 1.5204 -1.3224 -6.2146  0.392
46 H 2.0516 1.1825 -4.6982  0.113
47 H 3.0847 0.1690 -5.7191  0.448
48 H 2.5221 -0.2947 -4.0587  0.248
49 H -0.9315 -4.4227 -4.8309  0.724
50 H -1.8706 -3.1558 -5.3187  0.822
51 H -3.8300 -3.9321 -3.8042  0.152
52 H -2.7972 -5.2776 -3.2494  -0.250
53 H -2.5660 -6.1548 -5.4305  0.377
54 H -3.1950 -4.7495 -6.2408  0.431
55 H -4.7510 -6.9724 -6.0389  0.383
56 H -5.3731 -5.3627 -5.6365  0.345
57 H -4.9463 -6.3503 -4.3204  0.247
58 C -2.7744 0.9520 2.8554  -1.004
59 C -3.3625 -0.2973 3.5688  -1.132
60 C -2.8508 -1.5967 2.9940  1.702
61 C -3.6257 -2.7562 3.5166  -1.788
62 P -3.0898 -4.4306 3.0967  0.638
63 C -1.2701 -4.6027 3.2045  -0.568
64 C -0.7010 -6.1030 3.3060  -0.364
65 C 0.5350 -6.2052 4.1566  -0.113
66 C 1.1000 -7.5198 4.5007  -1.642
67 C -4.1322 -5.5704 4.1235  -1.175
68 C -5.5794 -5.3305 4.3149  -0.772
69 C -6.3107 -5.9108 3.1065  0.503
70 C -7.8575 -5.7064 3.2943  -1.525
71 C -3.4028 -4.8217 1.3069  0.917
72 C -3.4248 -6.3639 0.9371  -0.847
73 C -3.7724 -6.4627 -0.4983  0.375
74 C -5.2352 -5.9961 -0.8835  -0.656
75 H -3.1186 0.8531 1.8259  0.256
76 H -1.6888 1.0290 2.7961  0.052
77 H -3.1727 1.8855 3.2530  0.436
78 H -4.4322 -0.2092 3.3787  0.449
79 H -3.4111 -0.3367 4.6570  0.519
80 H -1.7931 -1.6572 3.2506  -0.321
81 H -2.9358 -1.4837 1.9133  -0.632
82 H -4.6765 -2.5748 3.2909  0.619
83 H -3.5860 -2.7674 4.6058  0.612
84 H -0.9999 -4.0198 4.0850  0.273
85 H -0.8317 -3.9334 2.4642  0.543
86 H -0.4660 -6.4023 2.2846  -0.267
87 H -1.5840 -6.6521 3.6330  0.634
88 H 0.3747 -5.6409 5.0753  0.411
89 H 1.3010 -5.6103 3.6591  0.114
90 H 2.0591 -7.4272 5.0104  0.404
91 H 1.3113 -8.0256 3.5586  0.322
92 H 0.4098 -8.2747 4.8773  0.388
93 H -3.7052 -5.5702 5.1264  0.589
94 H -3.9349 -6.5517 3.6920  0.806
95 H -5.7168 -4.2508 4.3726  0.189
96 H -5.9400 -5.7684 5.2457  0.535
97 H -6.0980 -6.9721 2.9780  0.332
98 H -6.0412 -5.3761 2.1958  -0.313
99 H -8.4389 -6.2897 2.5803  0.419
100 H -8.1338 -4.6749 3.0757  0.343
101 H -8.2487 -5.9629 4.2788  0.369
102 H -2.5468 -4.4130 0.7699  -1.224
103 H -4.2170 -4.2293 0.8895  0.595
104 H -4.2015 -6.8256 1.5467  0.469
105 H -2.5662 -6.9740 1.2175  0.373
106 H -3.5141 -7.4562 -0.8648  0.769
107 H -3.0690 -5.9217 -1.1312  -0.842
108 H -5.2628 -5.3924 -1.7906  0.128
109 H -5.5241 -5.3339 -0.0673  -0.289
110 H -5.9199 -6.8422 -0.9421  0.438
111 C 9.3666 5.2458 0.8020  -1.383
112 C 7.9371 5.0221 1.4921  -0.416
113 C 6.6307 5.2819 0.6528  -0.913
114 C 5.4130 5.1864 1.5518  -0.384
115 P 3.7663 5.3167 0.6748  1.197
116 C 3.5434 6.8733 -0.1826  -1.032
117 C 2.3279 6.9736 -1.2035  -0.364
118 C 2.3327 8.1368 -2.1795  -0.681
119 C 3.2815 7.7553 -3.3512  -1.218
120 C 3.6975 3.9334 -0.4647  -0.845
121 C 4.0407 2.6095 0.1630  0.164
122 C 3.5593 1.4489 -0.8085  -0.079
123 C 3.7789 0.0025 -0.2245  -1.018
124 C 2.3526 5.2399 1.9746  -1.216
125 C 2.8974 4.9379 3.3907  0.275
126 C 1.8313 5.2600 4.4801  -0.921
127 C 0.6655 4.2033 4.3854  -0.921
128 H 9.5553 6.2610 0.4528  0.371
129 H 9.4848 4.6324 -0.0912  0.342
130 H 10.0885 4.8364 1.5086  0.392
131 H 7.8743 5.6506 2.3804  0.438
132 H 7.9087 3.9780 1.8037  0.144
133 H 6.6076 4.6301 -0.2205  0.409
134 H 6.7400 6.2473 0.1587  0.456
135 H 5.3553 6.1217 2.1086  0.859
136 H 5.3744 4.3573 2.2583  -0.514
137 H 4.5147 7.0760 -0.6339  0.490
138 H 3.3988 7.5899 0.6259  0.573
139 H 1.4123 7.0239 -0.6142  0.390
140 H 2.2760 6.0420 -1.7670  -0.046
141 H 2.6025 9.0947 -1.7351  0.373
142 H 1.3320 8.3656 -2.5461  0.361
143 H 4.3388 7.7875 -3.0881  0.350
144 H 3.0172 8.4422 -4.1552  0.384
145 H 3.1133 6.7482 -3.7326  0.302
146 H 4.3656 4.1031 -1.3090  0.748
147 H 2.8223 3.9159 -1.1142  -0.042
148 H 3.5446 2.4399 1.1186  -0.367
149 H 5.1072 2.5907 0.3877  0.444
150 H 4.0190 1.5879 -1.7870  0.548
151 H 2.4946 1.5446 -1.0212  -0.164
152 H 3.4829 -0.2290 0.7986  -0.227
153 H 4.8145 -0.2889 -0.0496  0.617
154 H 3.2457 -0.7561 -0.7975  0.219
155 H 1.6648 4.4826 1.5983  0.499
156 H 1.8044 6.1813 1.9376  0.843
157 H 3.7850 5.4717 3.7303  0.411
158 H 3.3134 3.9334 3.4693  -0.433
159 H 1.4267 6.2451 4.2479  0.400
160 H 2.2599 5.1941 5.4801  0.411
161 H 1.0282 3.1877 4.5438  -0.085
162 H 0.0864 4.3379 3.4718  0.313
163 H -0.1030 4.4566 5.1157  0.537
164 C -0.0924 2.5013 -2.7108  -0.405
165 C -1.4174 3.0748 -3.2699  -0.957
166 C -1.1239 4.1835 -4.3206  -0.235
167 C -2.4166 5.0222 -4.6193  -0.853
168 N -2.3292 5.9966 -5.8540  0.300
169 C -0.9614 6.7347 -5.8509  -0.645
170 C -1.1595 8.1967 -6.3048  -0.607
171 C -2.5629 8.4579 -5.7803  -0.631
172 C -3.3326 7.1656 -5.7596  -0.451
173 C -2.4527 5.1487 -7.1542  -0.982
174 H 0.5558 2.1336 -3.5063  -0.430
175 H -0.3151 1.6637 -2.0499  0.181
176 H 0.3785 3.2779 -2.1082  0.704
177 H -1.9943 3.3329 -2.3818  0.481
178 H -1.9361 2.2501 -3.7587  0.306
179 H -0.7028 3.6391 -5.1658  0.339
180 H -0.3125 4.7995 -3.9329  0.247
181 H -2.4675 5.7319 -3.7936  0.413
182 H -3.2758 4.3973 -4.8628  0.316
183 H -0.2302 6.1446 -6.4034  0.297
184 H -0.6634 6.9525 -4.8253  0.318
185 H -1.2673 8.2841 -7.3859  0.359
186 H -0.3750 8.8766 -5.9726  0.375
187 H -2.9827 9.2075 -6.4511  0.333
188 H -2.5838 8.9058 -4.7868  0.337
189 H -3.9751 6.9416 -6.6112  0.372
190 H -4.0168 7.1337 -4.9117  0.314
191 H -3.4024 4.6169 -7.0978  0.369
192 H -1.5832 4.4916 -7.1395  0.385
193 H -2.4659 5.8471 -7.9910  0.428
194 C 6.2444 1.9955 3.7662  -0.884
195 C 5.4859 2.4103 5.0355  -0.824
196 C 4.0636 1.7810 5.0802  0.781
197 C 4.0471 0.3114 5.4899  -1.436
198 N 2.7944 -0.4700 5.0902  0.431
199 C 2.5175 -0.6497 3.5646  -0.739
200 C 1.5842 -1.8747 3.4460  0.433
201 C 1.8530 -2.7106 4.7268  -0.151
202 C 2.8931 -1.9366 5.5257  -1.245
203 C 1.5730 0.1285 5.8403  -0.440
204 H 7.1479 2.5898 3.6298  0.285
205 H 5.6912 2.1938 2.8482  0.048
206 H 6.5631 0.9567 3.8525  0.509
207 H 5.4400 3.4991 5.0539  0.338
208 H 5.8854 2.1412 6.0133  0.490
209 H 3.6416 1.7992 4.0753  -0.661
210 H 3.3844 2.3346 5.7284  0.560
211 H 4.1545 0.1863 6.5674  0.486
212 H 4.8854 -0.2184 5.0374  0.290
213 H 2.3043 0.2833 3.0430  0.343
214 H 3.5014 -0.8808 3.1564  0.224
215 H 0.5134 -1.6874 3.3663  -0.558
216 H 1.8536 -2.3943 2.5264  0.496
217 H 0.9398 -2.8354 5.3088  0.330
218 H 2.3071 -3.6159 4.3240  0.171
219 H 2.9470 -2.0805 6.6048  0.543
220 H 3.9106 -2.2108 5.2471  0.417
221 H 1.9830 0.3064 6.8345  0.368
222 H 0.7360 -0.5675 5.8964  0.392
223 H 1.2746 1.1039 5.4559  -0.085

Cartesian forces, eV/Å:
N -1.155 -2.522 1.384
O 1.286 2.186 1.361
O -1.428 -0.544 0.766
O 1.246 0.768 -3.550
C 0.300 -0.943 0.074
C -0.088 -0.339 0.085
C -0.251 -0.085 0.477
C 0.048 0.234 0.606
P 0.216 -0.569 2.038
C 0.685 -0.639 -0.514
C -0.817 0.948 -0.822
C -0.710 3.478 -0.692
C 0.165 -0.919 0.503
C 1.026 1.171 -0.825
C 0.139 -1.448 0.142
C 0.330 0.429 0.854
C 0.162 0.944 0.411
C -0.220 -0.115 -0.012
C 0.495 0.090 -1.817
C 1.100 -0.961 1.042
C -0.971 1.479 -0.066
H 0.067 -0.090 0.095
H 0.159 -0.355 0.464
H 0.295 0.713 -0.330
H 0.067 0.101 -0.608
H 0.044 0.798 -0.428
H -0.011 -0.159 -0.200
H -0.089 -0.093 0.263
H 0.422 0.225 -0.332
H -0.260 -0.107 -0.110
H -0.210 0.279 -0.070
H -0.199 0.354 -0.017
H 0.291 0.420 0.337
H -0.393 -0.427 0.174
H -0.265 -0.699 0.043
H 0.513 -0.124 0.149
H -0.083 -0.519 -0.199
H -0.045 -0.354 -0.030
H 0.479 -0.508 -0.167
H 0.182 -0.424 0.243
H -0.269 -0.148 0.290
H -0.149 -0.021 -0.133
H -0.697 0.453 0.135
H 0.139 -0.369 -0.488
H -0.740 -0.172 -0.468
H -0.003 0.298 -0.299
H 0.290 0.089 0.435
H 0.174 -0.636 -0.273
H 0.072 -0.522 0.454
H -0.660 0.223 -0.029
H -0.057 0.019 0.023
H -0.162 -0.066 0.025
H 0.367 0.026 -0.202
H -0.354 -0.015 -0.063
H 0.120 0.030 0.293
H -0.597 -0.297 -0.233
H 0.152 -0.654 -0.051
C -0.218 -0.541 0.260
C -0.812 0.900 -0.107
C 0.658 0.939 -0.332
C -0.124 -0.395 0.519
P -1.120 -0.496 -1.720
C 0.258 -0.253 1.232
C -1.299 1.510 -0.957
C -0.250 1.984 0.872
C 0.255 -1.877 -1.543
C 2.725 -0.316 0.659
C -0.744 0.428 -1.447
C -2.371 0.618 0.802
C 0.337 -0.128 -0.732
C 1.240 -0.590 0.504
C -1.188 1.189 1.473
C -0.456 -0.436 -2.344
C 1.344 -0.325 0.918
H 0.055 0.231 -0.151
H 0.089 -0.263 0.275
H -0.031 -0.102 0.090
H -0.313 -0.237 -0.353
H 0.891 0.371 0.257
H 0.180 -0.215 -0.262
H 0.274 -0.412 -0.140
H -0.172 -0.557 -0.213
H 0.030 0.076 0.342
H 0.015 -0.322 0.697
H -0.154 -0.384 -0.751
H -0.152 -0.263 -0.026
H 0.462 -0.663 0.291
H -0.285 0.097 0.289
H 0.217 0.005 -0.259
H -0.369 -0.229 0.362
H 0.567 -0.007 -0.351
H -0.032 0.486 1.016
H 0.670 -0.038 0.013
H -0.005 -0.196 0.170
H -0.543 0.032 0.170
H 0.147 -0.061 -0.060
H 0.151 -0.007 0.082
H 0.236 -0.090 -0.098
H 0.159 -0.169 -0.052
H 0.115 0.150 0.222
H 0.349 -0.030 0.097
H 0.335 0.222 0.162
H -0.444 -0.415 0.319
H -0.373 -0.053 -0.184
H 0.564 0.663 -0.146
H -0.673 -0.435 0.135
H 0.250 0.702 0.258
H 0.028 -0.283 -0.121
H -0.566 -0.079 -0.137
H -0.009 0.192 -0.042
C -1.720 -0.752 0.110
C 0.468 0.268 -1.173
C 1.691 -0.253 -0.362
C -1.394 1.424 -0.830
P -0.743 -0.715 1.107
C -0.296 0.482 -0.662
C 0.025 -0.360 1.426
C 1.164 -0.543 -0.540
C -0.840 0.804 0.062
C -0.046 0.367 -1.061
C -0.806 -1.555 -0.675
C 0.479 -0.542 1.566
C 0.453 0.204 0.115
C 1.812 -0.330 -0.606
C -0.209 0.392 0.949
C -0.715 -2.094 -1.201
C -0.005 1.666 0.420
H 0.057 0.079 0.604
H -0.296 -0.204 -0.054
H 0.217 0.619 -0.018
H 0.095 -0.024 0.115
H -0.010 -0.041 0.192
H -0.121 -0.599 0.191
H -0.322 0.429 0.395
H 0.259 -0.031 0.592
H 0.111 -0.071 -0.198
H -0.031 0.256 -0.318
H 0.108 0.282 -0.051
H -0.031 -0.150 0.270
H -0.019 -0.018 -0.107
H 0.449 -0.132 0.230
H -0.174 -0.549 -0.109
H -0.054 0.399 -0.053
H 0.734 0.011 -0.233
H -0.331 -0.107 0.132
H 0.920 0.394 0.279
H -0.911 -0.082 0.833
H -0.287 0.164 0.152
H 0.135 -0.296 -0.247
H 0.451 -0.288 0.044
H -0.184 0.194 0.407
H -1.058 1.010 0.215
H 0.479 0.180 -1.111
H 0.264 0.130 -0.303
H 0.024 -0.222 0.237
H 0.240 0.181 -0.002
H 0.043 0.838 -0.786
H -0.672 -0.501 -0.135
H 0.104 0.109 0.448
H 0.080 0.363 -0.107
H -0.117 0.016 -0.219
H 0.410 -0.468 -0.422
H 0.197 -0.274 0.464
C -0.825 0.139 -0.103
C 0.914 -0.515 -0.071
C -0.968 -0.376 0.414
C 1.821 0.768 -1.021
N 1.545 -0.123 0.584
C 0.117 0.757 0.122
C -1.042 -1.417 -1.101
C 0.045 1.456 0.150
C -0.830 -1.144 -1.015
C -0.081 1.281 1.424
H 0.157 0.199 0.093
H 0.138 -0.064 0.044
H 0.372 -0.051 -0.090
H -0.313 0.599 -0.313
H -0.293 0.065 -0.087
H -0.205 0.205 -0.352
H -0.181 0.308 -0.036
H -0.864 -0.391 0.159
H -0.087 0.156 0.667
H -0.056 0.044 0.241
H 0.024 -1.113 0.286
H 0.545 -0.108 -0.142
H -0.153 -0.214 0.148
H -0.520 -0.136 0.205
H 0.180 -0.059 0.064
H -0.039 0.715 -0.202
H 0.451 -0.574 0.273
H 0.165 -0.057 -0.070
H -0.285 -0.013 -0.311
H 0.193 -0.220 -0.019
C 0.667 0.041 0.876
C -1.120 -0.204 -0.076
C -0.395 -0.045 -0.548
C 0.230 -0.444 -0.303
N -1.793 0.042 0.247
C 0.727 0.178 0.581
C 0.049 0.697 0.248
C 0.560 0.483 -0.710
C 1.333 0.236 -0.339
C 1.309 0.078 0.080
H 0.166 -0.070 0.330
H -0.454 -0.364 0.095
H -0.077 -0.061 -0.462
H -0.417 0.048 0.070
H 0.953 -0.095 -0.310
H -0.133 0.283 -0.188
H 0.087 0.176 0.045
H -0.124 -0.011 0.038
H -0.034 -0.075 -0.155
H -0.868 -0.027 0.472
H 0.142 -0.442 0.125
H 0.172 0.664 -0.141
H 0.011 -0.095 0.123
H 0.153 -0.494 -0.160
H -0.356 -0.414 0.940
H -0.754 0.457 0.085
H -0.011 -0.165 -0.436
H -0.387 -0.127 0.160
H 0.237 0.039 -0.284
H 0.075 -0.300 -0.405